(1)
Molecular formula: C47H52F3N4O2
Method: DFT, the ωB97M-V functional and the def2-TZVPD basis

Computed properties:
Charge: +1
Molar mass: 761.95 g/mol
Gap between HOMO and LUMO: 5.96 eV
Calculated total energy: -2490.85951 a.u.
F_max: 3.200 eV/A

Positions of all 108 atoms, in Å:
N -5.6114 1.6749 1.2078
C -4.8781 1.3167 0.0311
N -3.4496 1.3866 -0.1424
C -2.7416 0.1647 0.3547
C -1.3827 0.4555 1.1221
C -0.4304 1.4879 0.3905
F -0.7182 2.8199 0.6607
F -0.3087 1.2094 -0.9708
F 0.8536 1.2587 0.9293
N -5.5856 0.8377 -0.9899
C -4.9853 0.3850 -2.2729
O -5.8894 -0.5989 -2.8209
N -5.1673 -1.7263 -3.1710
O -5.5902 -2.6654 -2.5984
H -6.3972 2.2851 0.9235
H -5.0465 2.1993 1.8846
H -3.0467 2.2589 0.2146
H -2.4938 -0.5222 -0.5265
H -3.3794 -0.4749 1.0530
H -0.8027 -0.5303 1.1394
H -1.5182 0.7273 2.2219
H -6.6128 0.7494 -0.8814
H -3.9747 -0.1139 -2.1564
H -4.8471 1.2834 -2.9469
C 2.7317 -1.1474 -2.2768
C 1.7099 -0.3095 -2.7118
C 1.5698 -0.0280 -4.0669
C 2.4461 -0.5923 -4.9885
C 3.4653 -1.4324 -4.5538
C 3.6111 -1.7069 -3.1976
H 2.8430 -1.3642 -1.2199
H 1.0238 0.1242 -1.9951
H 0.7773 0.6305 -4.4053
H 2.3342 -0.3768 -6.0454
H 4.1476 -1.8732 -5.2722
H 4.4094 -2.3575 -2.8587
C -8.4179 -1.8646 -1.7549
C -8.8812 -0.5537 -1.6866
C -9.9997 -0.2482 -0.9169
C -10.6489 -1.2524 -0.2075
C -10.1840 -2.5621 -0.2727
C -9.0715 -2.8694 -1.0496
H -7.5471 -2.1008 -2.3574
H -8.3700 0.2318 -2.2365
H -10.3645 0.7720 -0.8695
H -11.5171 -1.0144 0.3965
H -10.6900 -3.3446 0.2823
H -8.7131 -3.8911 -1.1040
C 6.6421 1.5768 -2.9197
C 5.5544 1.2357 -3.7165
C 5.4680 1.7159 -5.0189
C 6.4748 2.5299 -5.5280
C 7.5643 2.8679 -4.7323
C 7.6463 2.3952 -3.4269
H 6.7078 1.2050 -1.9030
H 4.7736 0.5963 -3.3225
H 4.6165 1.4551 -5.6376
H 6.4098 2.9005 -6.5451
H 8.3499 3.5014 -5.1301
H 8.4933 2.6634 -2.8049
C 13.8374 1.7399 -2.1794
C 13.7352 3.0082 -2.7406
C 12.6045 3.3571 -3.4710
C 11.5709 2.4401 -3.6321
C 11.6714 1.1731 -3.0678
C 12.8062 0.8211 -2.3450
H 14.7207 1.4670 -1.6128
H 14.5382 3.7252 -2.6093
H 12.5279 4.3438 -3.9141
H 10.6869 2.7134 -4.1977
H 10.8645 0.4589 -3.1924
H 12.8868 -0.1686 -1.9098
C 3.2720 0.9272 2.7281
C 2.9797 2.2825 2.8485
C 3.7381 3.0853 3.6940
C 4.7951 2.5353 4.4119
C 5.0895 1.1818 4.2887
C 4.3258 0.3766 3.4505
H 2.6794 0.3000 2.0719
H 2.1607 2.7126 2.2842
H 3.5064 4.1398 3.7929
H 5.3893 3.1622 5.0672
H 5.9147 0.7538 4.8473
H 4.5525 -0.6799 3.3588
C 1.4176 -3.6037 5.0341
C 1.3169 -2.3378 4.4681
C 0.1861 -1.9912 3.7372
C -0.8491 -2.9076 3.5803
C -0.7498 -4.1724 4.1496
C 0.3850 -4.5222 4.8728
H 2.3007 -3.8753 5.6013
H 2.1207 -1.6206 4.5959
H 0.1111 -1.0055 3.2904
H -1.7342 -2.6355 3.0138
H -1.5572 -4.8862 4.0288
H 0.4647 -5.5099 5.3120
C -8.5994 -0.9629 3.7324
C -8.7893 -0.5725 5.0537
C -9.8282 -1.1200 5.7985
C -10.6717 -2.0656 5.2246
C -10.4794 -2.4587 3.9044
C -9.4462 -1.9046 3.1566
H -7.7907 -0.5332 3.1502
H -8.1275 0.1598 5.5034
H -9.9803 -0.8109 6.8264
H -11.4786 -2.4960 5.8068
H -11.1363 -3.1973 3.4579
H -9.2998 -2.2068 2.1269

Forces on atoms 1 to 3 (eV/Å):
N 1.550 1.068 -2.588
C -0.350 0.115 0.102
N -1.818 -0.272 1.192

(2)
Molecular formula: C24H36N4O4
Method: DFT, the ωB97M-V functional and the def2-TZVPD basis

Computed properties:
Energy above the lowest of the compared OMol25 structures with the same formula, charge and spin: 0.102 eV
SMILES string: C[C@H]1CC(C)(C)C[C@@]2(C1)NC(=O)N(CC(=O)NC[C@H](c1ccco1)N1CCCCC1)C2=O
Molar mass: 444.58 g/mol
Gap between HOMO and LUMO: 8.62 eV
Calculated total energy: -1456.19873 a.u.
F_max: 1.132 eV/A

Positions of all 68 atoms, in Å:
C -6.8066 -1.0011 1.3848
C -5.5475 -0.8226 0.5400
C -5.9140 -0.3926 -0.8804
C -4.6969 -0.1722 -1.7895
C -4.0282 -1.5047 -2.1413
C -5.1655 0.4762 -3.0980
C -3.7189 0.8009 -1.1128
C -3.3703 0.4803 0.3474
C -4.6339 0.2230 1.1766
N -2.3804 -0.5604 0.4953
C -1.2198 -0.1293 1.0237
O -0.2233 -0.7773 1.2473
N -1.3744 1.2357 1.2833
C -0.3653 2.0685 1.8976
C 0.7608 2.4764 0.9274
O 1.0219 3.6377 0.6991
N 1.3905 1.4278 0.3765
C 2.5633 1.5650 -0.4482
C 3.7851 0.9587 0.2809
C 4.9937 1.0301 -0.6046
C 6.2901 1.3563 -0.3263
C 7.0025 1.2400 -1.5447
C 6.0875 0.8567 -2.4734
O 4.8707 0.7297 -1.9170
N 3.4149 -0.3637 0.7612
C 3.8936 -0.7577 2.0669
C 5.2884 -1.3914 2.0468
C 5.2703 -2.6050 1.1225
C 4.8115 -2.1743 -0.2673
C 3.4543 -1.4614 -0.1828
C -2.6207 1.6787 0.9387
O -3.0500 2.7921 1.0878
H -7.4571 -1.7531 0.9447
H -6.5499 -1.3170 2.3933
H -7.3574 -0.0655 1.4488
H -5.0232 -1.7830 0.5098
H -6.5652 -1.1444 -1.3310
H -6.4782 0.5407 -0.8201
H -3.8339 -2.1131 -1.2631
H -3.0871 -1.3352 -2.6596
H -4.6774 -2.0794 -2.7988
H -5.8879 -0.1624 -3.6010
H -4.3231 0.6342 -3.7673
H -5.6357 1.4380 -2.9081
H -4.1662 1.7976 -1.1062
H -2.7937 0.8575 -1.6913
H -5.1679 1.1717 1.2628
H -4.3422 -0.0926 2.1811
H -2.5080 -1.5093 0.1924
H 0.0753 1.5255 2.7392
H -0.8629 2.9758 2.2476
H 1.2107 0.4871 0.7161
H 2.4042 1.0470 -1.3978
H 2.7241 2.6276 -0.6394
H 3.9880 1.5732 1.1647
H 6.6876 1.6486 0.6244
H 8.0464 1.4188 -1.7010
H 6.1705 0.6503 -3.5219
H 3.8778 0.1133 2.7263
H 3.1779 -1.4905 2.4587
H 5.5738 -1.6840 3.0587
H 6.0153 -0.6635 1.6811
H 6.2619 -3.0598 1.0687
H 4.5773 -3.3508 1.5203
H 4.7185 -3.0419 -0.9236
H 5.5593 -1.5072 -0.6986
H 3.1695 -1.0902 -1.1681
H 2.6957 -2.1839 0.1408

Forces on atoms 1 to 3 (eV/Å):
C 0.275 -0.118 -0.115
C -0.202 0.274 0.062
C 0.351 -0.187 0.068

(3)
Molecular formula: C7H43NO13
Method: DFT, the ωB97M-V functional and the def2-TZVPD basis

Computed properties:
Charge: +1
Molar mass: 349.42 g/mol
2S+1: 2
Expectation value of S²: 0.75
Gap between HOMO and LUMO (alpha / beta): 9.77 / 4.89 eV
Calculated total energy: -1325.03585 a.u.
F_max: 4.708 eV/A

Positions of all 64 atoms, in Å:
C 1.9934 0.7907 2.2796
C 1.5022 1.3527 0.8895
C 2.5998 1.4296 -0.1711
C 3.6584 2.5055 0.0455
C 1.1212 -0.3729 2.7352
N 1.5840 -1.7067 2.3913
C 2.9875 -2.0165 2.7489
C 0.6725 -2.6986 2.9665
H 3.0612 0.5874 2.2675
H 1.8630 1.6429 2.9394
H 1.3034 2.4027 1.0470
H 0.6228 0.8429 0.5192
H 2.0773 1.6067 -1.1042
H 3.0949 0.4792 -0.4158
H 4.3107 2.6003 -0.8173
H 3.1898 3.4721 0.2222
H 4.2257 2.2260 0.9375
H 0.1406 -0.3864 2.2290
H 0.8922 -0.1868 3.7947
H 3.5773 -1.4964 1.9843
H 3.2293 -3.0211 2.4133
H 3.1924 -1.6080 3.7319
H 0.3203 -3.4291 2.2293
H -0.2135 -2.2731 3.4291
H 1.1819 -3.3458 3.6721
H -1.4335 -0.2090 -4.2355
H -0.7124 -1.4004 -4.9619
O -0.7512 -0.4413 -4.9139
H -0.7936 -3.7246 -2.6276
H -1.6677 -4.9557 -2.3890
O -1.7090 -3.9987 -2.5001
H -1.3630 -3.5956 0.6016
H -2.0947 -3.2193 -0.6734
O -2.1069 -3.0812 0.2846
H 1.5209 -2.3279 -0.2540
H 0.2522 -2.2409 0.5189
O 0.5558 -2.2098 -0.3939
H 1.1733 0.0815 -3.9343
H 2.2171 0.1107 -4.9345
O 2.1441 0.1595 -3.9719
H -4.6160 -0.6804 -0.5407
H -3.9106 -1.9328 -0.9860
O -4.4751 -1.2273 -1.3214
H -2.8677 4.5035 -2.7511
H -2.6611 3.2698 -1.9991
O -2.3009 3.7230 -2.7712
H -1.9876 4.3323 3.0358
H -1.6326 4.3739 1.5860
O -1.2987 4.6486 2.4499
H -1.7822 -0.1483 -0.8879
H -0.5785 -0.5325 -0.0489
O -1.3017 0.1039 -0.0910
H 3.2581 -1.4503 -1.0606
H 3.6854 -2.9312 -1.2730
O 3.3695 -2.3014 -0.6172
H -2.4527 2.0813 -0.1405
H -3.4778 2.9974 0.5431
O -3.0555 2.8118 -0.3098
H -2.7537 1.3125 -3.5088
H -3.3366 -0.0526 -3.1339
O -2.5072 0.4441 -3.1554
H -3.1502 2.0989 2.7646
H -3.9176 3.3707 3.1989
O -3.6687 2.8404 2.4383

Forces on atoms 1 to 3 (eV/Å):
C -0.855 0.739 -1.257
C 1.830 -0.010 0.423
C -0.216 -0.409 -1.152

(4)
Molecular formula: C2H6S2
Method: DFT, the ωB97M-V functional and the def2-TZVPD basis

Computed properties:
Energy above the lowest of the compared OMol25 structures with the same formula, charge and spin: 3.648 eV
Molar mass: 94.20 g/mol
Gap between HOMO and LUMO: 8.24 eV
Calculated total energy: -876.03642 a.u.
F_max: 7.464 eV/A

Positions of all 10 atoms, in Å:
C 0.5826 0.5623 0.3628
C -0.2980 -0.3855 -0.1173
H 1.4503 -0.9884 -1.9107
H 0.4422 1.6353 0.0287
H 0.7122 0.7801 1.4225
H -0.3436 -1.4400 -0.0176
H -0.4973 -0.2940 -1.2259
H -2.1447 -0.2043 1.6637
S 2.1231 0.1601 -0.4762
S -2.0268 0.1745 0.2700

Forces on atoms 1 to 3 (eV/Å):
C 3.878 4.330 0.057
C -6.846 -0.881 -2.839
H 1.352 2.455 3.035

(5)
Molecular formula: C12H13N2O
Method: DFT, the ωB97M-V functional and the def2-TZVPD basis

Computed properties:
Energy above the lowest of the compared OMol25 structures with the same formula, charge and spin: 2.077 eV
Charge: +1
SMILES string: C/[NH+]=C(/C)Oc1cccc2cccnc12
Molar mass: 201.25 g/mol
Gap between HOMO and LUMO: 8.80 eV
Calculated total energy: -649.53267 a.u.
F_max: 4.521 eV/A

Positions of all 28 atoms, in Å:
C 1.4326 1.9477 -0.3711
N 0.8816 1.5709 -1.6464
C -0.1700 0.9833 -2.1122
C -0.4341 0.7827 -3.4936
O -1.1107 0.4181 -1.3189
C -1.0065 0.3254 0.0548
C -1.5810 1.2450 0.8781
C -1.5418 0.9590 2.2958
C -0.9631 -0.1839 2.8269
C -0.2614 -1.1043 1.9640
C 0.3001 -2.3066 2.3493
C 0.7763 -3.1592 1.3517
C 0.7633 -2.7558 0.0085
N 0.2062 -1.6164 -0.3688
C -0.3536 -0.8664 0.5410
H 1.3026 2.9793 -0.2241
H 2.4935 1.7549 -0.4536
H 1.0548 1.3408 0.3701
H 1.4323 1.9476 -2.3605
H -1.3358 1.1490 -3.7986
H -0.2307 -0.3233 -3.7436
H 0.1974 1.3538 -4.1420
H -1.8434 2.3232 0.6960
H -1.9408 1.8972 2.7811
H -0.8455 -0.3311 3.8285
H 0.3344 -2.6114 3.3572
H 1.1446 -4.2639 1.4991
H 1.2987 -3.4555 -0.7688

Forces on atoms 1 to 3 (eV/Å):
C 1.187 -0.604 -0.856
N -0.593 0.048 -0.634
C -1.592 -1.383 3.999

(6)
Molecular formula: CH4FNS
Method: DFT, the ωB97M-V functional and the def2-TZVPD basis

Computed properties:
Energy above the lowest of the compared OMol25 structures with the same formula, charge and spin: 1.864 eV
SMILES string: CNSF
Molar mass: 81.11 g/mol
Gap between HOMO and LUMO: 9.38 eV
Calculated total energy: -593.23630 a.u.
F_max: 5.166 eV/A

Positions of all 8 atoms, in Å:
C 1.0270 -0.1811 -0.2932
N -0.3866 0.3971 0.4571
S -1.8580 0.4497 -0.1989
F -2.3703 -1.0934 0.2871
H 0.5979 -0.6763 -1.2043
H 1.5872 0.6348 -0.5189
H 1.6330 -0.7709 0.5235
H -0.2302 1.2402 0.9476

Forces on atoms 1 to 3 (eV/Å):
C -3.949 -1.920 2.723
N 2.866 -0.999 -1.623
S -0.040 -1.890 -0.284

(7)
Molecular formula: CH2N4OS
Method: DFT, the ωB97M-V functional and the def2-TZVPD basis

Computed properties:
Energy above the lowest of the compared OMol25 structures with the same formula, charge and spin: 2.365 eV
Molar mass: 118.12 g/mol
Gap between HOMO and LUMO: 9.24 eV
Calculated total energy: -731.58972 a.u.
F_max: 5.630 eV/A

Positions of all 9 atoms, in Å:
C 0.1079 0.7981 0.4031
H 2.4312 0.3675 0.5343
H -0.2143 -2.3921 -0.4289
N -1.0337 1.4544 0.2006
N -1.9623 0.6674 -0.3324
N -1.3416 -0.4264 -0.6385
N -0.1497 -0.4005 -0.2215
O 0.5937 -1.4585 -0.5900
S 1.5688 1.3899 1.0732

Forces on atoms 1 to 3 (eV/Å):
C -1.730 -1.057 -2.234
H -1.397 1.406 0.695
H 3.655 4.213 -0.769

(8)
Molecular formula: C36H73NO12
Method: DFT, the ωB97M-V functional and the def2-TZVPD basis

Computed properties:
SMILES string: CNC(C)=O.CC(C)=O.CC(C)=O.CC(C)=O.CC(C)=O.CC(C)=O.CC(C)=O.CC(C)=O.CC(C)=O.CC(C)=O.CC(C)=O.CC(C)=O
Molar mass: 711.98 g/mol
Gap between HOMO and LUMO: 9.82 eV
Calculated total energy: -2373.08895 a.u.
F_max: 2.643 eV/A

Positions of all 122 atoms, in Å:
C 2.8321 -1.2080 -6.7353
N 2.0613 -2.4819 -6.5647
C 1.3269 -2.8944 -5.4884
C 1.2632 -1.9566 -4.3127
O 0.7216 -3.9739 -5.4634
H 3.6419 -1.1128 -6.0184
H 2.1216 -0.3673 -6.5764
H 3.1732 -1.0549 -7.7282
H 2.1489 -3.1505 -7.2862
H 2.2195 -1.8638 -3.8060
H 0.6568 -2.4140 -3.6067
H 0.9937 -0.9286 -4.5509
C 1.1681 2.6701 2.2071
C 2.3019 2.3302 1.2390
C 3.2789 1.3409 1.7820
O 2.3478 2.7553 0.0701
H 1.5575 3.0082 3.1924
H 0.6536 1.6851 2.3492
H 0.4564 3.4161 1.8127
H 3.5701 1.3576 2.8173
H 4.1519 1.4256 1.0876
H 2.8650 0.3253 1.6297
C -3.5398 -0.9019 4.9778
C -4.0759 -1.9084 4.0327
C -3.0871 -2.8291 3.2828
O -5.2900 -2.0789 3.9255
H -4.4325 -0.4394 5.4093
H -2.9193 -0.2511 4.3406
H -2.9065 -1.3523 5.7030
H -2.2675 -2.3181 2.7997
H -3.6237 -3.4068 2.5496
H -2.6564 -3.4750 4.0663
C -5.4675 -0.9900 -1.6007
C -4.7123 -0.0691 -0.6189
C -4.5496 -0.6319 0.7823
O -4.2415 1.0245 -0.9140
H -6.2532 -1.5533 -1.1244
H -4.6719 -1.7317 -1.8092
H -5.7159 -0.4177 -2.5212
H -5.1772 -1.5071 0.9772
H -4.7246 0.1488 1.5208
H -3.4954 -0.9386 0.8195
C -3.6931 4.1565 -0.2623
C -2.9596 4.3221 1.0629
C -2.8877 3.1709 2.0198
O -2.4135 5.3733 1.3615
H -3.3072 4.9030 -0.9985
H -4.7715 4.4065 0.0025
H -3.7038 3.1250 -0.6585
H -1.8560 2.7982 2.1526
H -3.3740 2.2916 1.7057
H -3.1400 3.4686 3.0317
C 3.7634 -3.5384 1.4541
C 4.2310 -2.4455 0.5725
C 5.5265 -2.5738 -0.1944
O 3.5365 -1.4704 0.4968
H 4.5423 -3.7804 2.1699
H 3.5943 -4.4189 0.8276
H 2.8742 -3.2334 1.9688
H 6.2819 -2.9533 0.4694
H 5.7974 -1.6018 -0.6497
H 5.3735 -3.3662 -0.9015
C 1.8321 1.9311 -3.0489
C 3.2902 1.3281 -2.8561
C 4.2897 2.2678 -2.3474
O 3.5794 0.1651 -3.1004
H 1.2291 1.2511 -3.6073
H 1.9041 2.8717 -3.6537
H 1.4600 2.2024 -2.0598
H 5.3324 1.9968 -2.5698
H 4.2328 2.3909 -1.2781
H 4.0529 3.3156 -2.6908
C 1.4951 -5.1816 -2.0184
C -0.0065 -4.8868 -2.2360
C -0.8914 -5.9779 -2.8231
O -0.4685 -3.8169 -1.8944
H 1.8494 -4.4194 -1.3510
H 1.9257 -5.1423 -2.9977
H 1.5967 -6.2110 -1.6316
H -1.8165 -5.6203 -3.2282
H -1.1383 -6.7331 -2.0556
H -0.2413 -6.4407 -3.5845
C -2.5992 -1.3245 -5.4418
C -3.7669 -2.3192 -5.2886
C -3.5095 -3.7402 -4.8028
O -4.8927 -1.9999 -5.6165
H -3.0140 -0.2996 -5.7009
H -1.9707 -1.6639 -6.3134
H -1.8525 -1.3755 -4.6599
H -4.4490 -4.2116 -4.6184
H -2.8624 -3.5736 -3.8986
H -2.8904 -4.2680 -5.5642
C 0.7545 6.5226 3.0319
C 0.1765 5.6867 4.1541
C -1.2120 6.1410 4.4585
O 0.7860 4.8054 4.7392
H 1.1193 7.4593 3.5387
H 0.0134 6.7093 2.2783
H 1.6638 6.0295 2.6273
H -1.2631 7.2188 4.3649
H -1.6524 5.8033 5.3955
H -1.8302 5.7494 3.6307
C 1.8345 0.9743 6.7059
C 3.1608 1.3576 6.0357
C 3.5032 2.7974 5.9585
O 3.8180 0.4946 5.4459
H 1.0435 1.4874 6.1582
H 1.7255 1.2718 7.7342
H 1.7000 -0.0983 6.6054
H 4.4817 2.9379 5.5185
H 3.3742 3.3171 6.8892
H 2.7686 3.3956 5.3800
C -0.8357 0.9778 -0.5204
C -0.6525 -0.1042 0.4521
C 0.4550 -1.0389 0.2591
O -1.3775 -0.1833 1.4264
H -0.3370 1.8265 -0.0712
H -1.8812 1.1612 -0.6594
H -0.3181 0.7884 -1.4537
H 0.9800 -1.2462 1.1764
H 1.1359 -0.6717 -0.4935
H 0.0472 -1.9992 -0.1077

Forces on atoms 1 to 3 (eV/Å):
C -2.094 -0.028 1.612
N 0.576 0.963 0.226
C -0.257 0.033 -0.043